A structure of composition C36H59BCsF4N15OS2. Source: the Open Molecules 2025 dataset; level of theory: ωB97M-V/def2-TZVPD.

Element x y z (Å)
1 Cs 10.461 14.425 13.309
2 C 9.654 8.432 17.261
3 N 9.753 9.866 17.355
4 C 9.350 10.558 18.576
5 C 10.142 10.636 16.228
6 N 9.442 11.498 15.554
7 C 7.974 11.448 15.779
8 C 7.250 12.408 14.805
9 N 7.477 12.040 13.398
10 C 7.364 10.679 12.944
11 C 8.673 9.899 12.839
12 N 9.493 10.056 11.669
13 C 9.722 9.031 10.864
14 N 8.708 8.126 10.539
15 C 7.436 8.520 9.973
16 C 8.991 6.688 10.512
17 N 10.958 8.932 10.211
18 C 11.951 9.913 10.659
19 C 11.356 8.033 9.187
20 C 7.082 13.041 12.480
21 C 7.901 13.142 11.183
22 N 8.494 14.447 11.072
23 C 8.668 14.975 9.907
24 N 8.644 14.140 8.779
25 C 9.798 13.254 8.423
26 C 7.545 14.161 7.844
27 N 9.094 16.255 9.902
28 C 9.466 17.031 8.707
29 C 8.947 17.167 11.061
30 N 11.509 10.662 15.946
31 C 12.493 9.835 16.680
32 C 12.017 11.531 14.922
33 H 8.902 8.066 17.980
34 H 10.634 7.974 17.603
35 H 9.388 7.972 16.313
36 H 10.011 10.348 19.498
37 H 8.337 10.250 18.884
38 H 9.369 11.670 18.436
39 H 7.734 11.867 16.751
40 H 7.618 10.394 15.752
41 H 7.709 13.407 14.895
42 H 6.230 12.546 15.105
43 H 6.778 10.639 11.991
44 H 6.810 10.186 13.772
45 H 8.554 8.774 12.970
46 H 9.300 10.209 13.737
47 H 6.615 8.477 10.706
48 H 7.302 7.831 9.112
49 H 7.485 9.507 9.528
50 H 9.961 6.516 10.964
51 H 8.992 6.307 9.466
52 H 8.269 6.092 11.081
53 H 11.543 10.952 10.659
54 H 12.860 9.848 10.040
55 H 12.312 9.684 11.677
56 H 10.559 7.397 8.816
57 H 12.240 7.444 9.583
58 H 11.732 8.559 8.322
59 H 7.178 14.068 12.906
60 H 6.030 12.858 12.132
61 H 7.151 13.024 10.358
62 H 8.625 12.273 11.065
63 H 10.478 13.878 7.820
64 H 9.445 12.373 7.921
65 H 10.380 13.089 9.341
66 H 6.752 14.738 8.335
67 H 7.137 13.193 7.567
68 H 7.863 14.662 6.899
69 H 9.925 16.329 7.952
70 H 10.144 17.868 8.962
71 H 8.607 17.526 8.201
72 H 8.050 16.869 11.539
73 H 8.849 18.217 10.741
74 H 9.910 17.168 11.652
75 H 12.282 8.783 16.569
76 H 12.405 10.094 17.737
77 H 13.540 10.007 16.286
78 H 11.447 11.478 14.002
79 H 12.971 11.109 14.635
80 H 12.163 12.546 15.231
81 N 8.398 17.871 16.851
82 C 9.194 16.814 16.588
83 S 8.761 15.195 16.857
84 N 10.467 17.283 16.196
85 N 11.363 16.379 15.902
86 C 12.589 16.820 16.053
87 C 12.863 17.888 16.946
88 C 13.837 18.866 16.697
89 C 14.259 19.763 17.638
90 C 13.786 19.634 18.943
91 C 12.726 18.693 19.224
92 C 12.217 17.931 18.199
93 C 13.554 16.192 15.111
94 C 14.929 16.388 15.256
95 C 15.804 16.013 14.239
96 C 15.335 15.350 13.099
97 C 13.941 15.133 13.051
98 N 13.170 15.486 14.065
99 H 7.373 17.735 16.968
100 H 8.752 18.830 16.651
101 H 14.306 18.941 15.680
102 H 14.941 20.570 17.476
103 H 14.032 20.337 19.711
104 H 12.234 18.685 20.210
105 H 11.414 17.200 18.348
106 H 15.336 16.784 16.209
107 H 16.812 16.351 14.313
108 H 15.978 14.909 12.372
109 H 13.520 14.558 12.248
110 S 4.713 17.354 11.635
111 C 5.247 16.447 10.363
112 N 5.595 15.789 9.437
113 F 11.994 13.993 10.859
114 B 12.800 13.716 9.728
115 F 14.102 13.577 10.144
116 F 12.675 14.823 8.812
117 F 12.426 12.509 9.102
118 O 15.976 11.189 9.764
119 C 16.526 11.969 10.379

Output
HOMO level (alpha / beta), Eh: -0.0828 / -0.0827
Electronic energy, Eh: -3544.71646
Total charge: -2
Frontier orbital gap (alpha / beta), eV: 5.54 / 5.54

Atom charges from the Löwdin analysis, given in e for atoms 1 to 99: 0.927 -0.089 -0.194 -0.078 -0.372 0.100 -0.196 -0.175 -0.192 -0.181 -0.223 0.068 -0.348 -0.184 -0.061 -0.097 -0.147 -0.052 -0.092 -0.223 -0.241 -0.042 -0.420 -0.181 -0.021 -0.123 -0.119 -0.061 -0.052 -0.140 -0.048 -0.095 0.078 0.075 0.083 0.092 0.074 0.102 0.089 0.112 0.047 0.107 0.120 0.108 0.116 0.097 0.082 0.083 0.089 0.083 0.072 0.078 0.087 0.083 0.084 0.059 0.105 0.079 0.120 0.123 0.115 0.109 0.078 0.075 0.064 0.002 0.063 0.072 0.092 0.078 0.083 0.051 0.080 0.083 0.049 0.080 0.099 0.056 0.075 0.065 0.031 -0.944 0.456 -0.073 -0.016 -0.226 -0.189 -0.066 -0.123 -0.105 -0.083 -0.040 -0.231 -0.047 -0.081 -0.043 -0.127 0.000 0.098

A cluster of 7 separate species, C36H59ClNO22 in total. Source: the Open Molecules 2025 dataset; level of theory: ωB97M-V/def2-TZVPD.

Element x y z (Å)
1 C 2.416 0.870 2.949
2 C 2.775 2.384 3.033
3 C 1.566 3.231 2.602
4 O 1.793 3.962 1.409
5 C 2.093 3.136 0.318
6 C 3.524 3.571 -0.193
7 O 4.528 3.045 0.368
8 O 3.543 4.419 -1.113
9 N 1.130 3.339 -0.802
10 Cl -0.486 3.343 -0.054
11 C 1.140 2.159 -1.671
12 C 2.225 2.230 -2.738
13 C 2.163 1.083 -3.752
14 C 2.586 -0.279 -3.183
15 C 4.100 -0.442 -2.960
16 C 4.965 0.222 -4.005
17 O 6.263 -0.404 -4.014
18 C 7.054 0.213 -5.013
19 H 1.337 0.706 2.931
20 H 2.812 0.308 3.800
21 H 2.808 0.490 2.006
22 H 3.605 2.522 2.343
23 H 3.166 2.639 4.016
24 H 0.634 2.660 2.528
25 H 1.388 3.982 3.379
26 H 2.069 2.064 0.549
27 H 0.175 2.108 -2.195
28 H 1.234 1.202 -1.129
29 H 2.155 3.181 -3.264
30 H 3.227 2.236 -2.301
31 H 2.724 1.362 -4.645
32 H 1.118 0.981 -4.060
33 H 2.087 -0.399 -2.222
34 H 2.215 -1.060 -3.850
35 H 4.394 -0.147 -1.954
36 H 4.316 -1.516 -3.017
37 H 4.550 0.187 -5.017
38 H 5.131 1.265 -3.717
39 H 6.716 1.230 -5.227
40 H 6.987 -0.343 -5.955
41 H 8.085 0.290 -4.668
42 C 8.901 0.615 4.147
43 C 7.400 0.458 4.113
44 C 6.746 0.981 2.857
45 O 5.450 1.358 3.326
46 C 5.559 1.651 4.638
47 O 4.713 2.178 5.288
48 O 6.771 1.263 5.124
49 H 9.360 0.152 3.272
50 H 9.177 1.669 4.182
51 H 9.314 0.148 5.042
52 H 7.126 -0.586 4.295
53 H 6.665 0.227 2.078
54 H 7.238 1.865 2.446
55 C -5.595 -0.131 -3.137
56 C -4.344 0.309 -2.417
57 C -4.372 1.742 -1.950
58 O -2.984 2.094 -1.957
59 C -2.374 1.312 -2.871
60 O -1.261 1.462 -3.265
61 O -3.205 0.316 -3.291
62 H -6.478 0.040 -2.525
63 H -5.709 0.400 -4.082
64 H -5.539 -1.195 -3.376
65 H -4.128 -0.373 -1.589
66 H -4.784 1.848 -0.947
67 H -4.908 2.406 -2.628
68 C -9.459 0.550 0.996
69 C -8.337 1.416 0.477
70 C -8.608 2.899 0.542
71 O -7.830 3.400 -0.554
72 C -7.712 2.401 -1.459
73 O -7.287 2.534 -2.561
74 O -8.142 1.223 -0.938
75 H -9.730 0.824 2.014
76 H -10.328 0.637 0.361
77 H -9.156 -0.495 0.987
78 H -7.399 1.167 0.982
79 H -8.283 3.346 1.478
80 H -9.658 3.150 0.370
81 C -13.368 -4.121 -0.954
82 C -12.327 -3.080 -0.621
83 C -11.548 -3.358 0.642
84 O -11.209 -2.038 1.085
85 C -12.150 -1.190 0.603
86 O -12.278 -0.056 0.934
87 O -12.935 -1.815 -0.310
88 H -12.921 -5.114 -1.009
89 H -14.162 -4.124 -0.207
90 H -13.835 -3.898 -1.913
91 H -11.657 -2.930 -1.472
92 H -10.650 -3.945 0.465
93 H -12.147 -3.844 1.416
94 C 8.486 -4.058 -5.705
95 C 7.947 -4.359 -4.328
96 C 7.660 -3.134 -3.494
97 O 7.859 -3.627 -2.160
98 C 8.728 -4.661 -2.231
99 O 9.252 -5.173 -1.296
100 O 8.927 -5.037 -3.523
101 H 7.817 -3.389 -6.246
102 H 9.475 -3.602 -5.640
103 H 8.597 -4.978 -6.281
104 H 7.066 -5.002 -4.400
105 H 6.648 -2.764 -3.624
106 H 8.361 -2.316 -3.673
107 C 0.369 -1.292 8.194
108 C 0.550 -1.410 6.700
109 C 0.077 -0.209 5.919
110 O -0.294 -0.788 4.666
111 C -0.629 -2.079 4.894
112 O -1.160 -2.792 4.107
113 O -0.278 -2.452 6.155
114 H 0.852 -0.392 8.574
115 H -0.690 -1.269 8.453
116 H 0.801 -2.156 8.699
117 H 1.591 -1.648 6.463
118 H 0.858 0.537 5.778
119 H -0.802 0.271 6.358

Output
HOMO level, Eh: -0.1584
Electronic energy, Eh: -3577.45392
Total charge: -1
Frontier orbital gap, eV: 5.64

Atom charges from the Löwdin analysis, given in e for atoms 1 to 99: -0.096 -0.205 -0.223 -0.125 -0.362 -0.654 -0.077 -0.043 -0.364 0.653 -0.295 -0.175 -0.207 -0.189 -0.168 -0.232 -0.218 -0.126 0.051 0.053 0.066 0.075 0.073 0.085 0.114 0.125 0.058 0.112 0.120 0.098 0.096 0.093 0.099 0.104 0.119 0.103 0.122 0.131 0.084 0.082 0.083 -0.029 -0.334 -0.076 0.057 -0.545 0.143 0.079 0.090 0.091 0.080 0.155 0.145 0.148 -0.022 -0.323 -0.094 0.053 -0.534 0.144 0.087 0.066 0.096 0.083 0.159 0.139 0.128 -0.022 -0.316 -0.087 0.072 -0.567 0.152 0.074 0.104 0.069 0.085 0.159 0.140 0.142 -0.023 -0.329 -0.088 0.052 -0.558 0.149 0.090 0.091 0.092 0.087 0.160 0.141 0.141 -0.024 -0.329 -0.092 0.074 -0.565 0.156

Question: Which of these has the highest total charge?
Answer: C36H59ClNO22

Question: Which formula does entry 2 have?
Answer: C36H59ClNO22

Question: Number 2 is which compound?
Answer: C36H59ClNO22

Question: Among the records above, which one has the highest electronic energy?
Answer: C36H59BCsF4N15OS2